Molecular formula: C4H6O2
Method: DFT, ωB97M-V/def2-TZVPD

Cartesian coordinates (Å):
1 O -0.429 -0.658 -1.839
2 C -0.540 -0.902 -0.486
3 C 0.562 -0.547 0.484
4 C 1.023 1.339 0.107
5 O -0.392 1.447 -0.071
6 C -0.761 0.212 0.471
7 H -0.471 0.307 -1.944
8 H -1.043 -1.837 -0.251
9 H 0.975 -1.161 1.274
10 H 1.214 1.493 1.184
11 H 1.368 0.101 -0.194
12 H -1.507 0.208 1.264

The calculation puts the LUMO energy at 0.796 eV. Its net charge is 0. The frontier orbital gap is 9.4 eV.

Atom charges from the Löwdin analysis, given in e for atoms 1 to 5:
1 O 0.0224
2 C -0.2959
3 C -0.0650
4 C 0.0200
5 O -0.1502

---

Molecular formula: C4H6O2
Method: DFT, ωB97M-V/def2-TZVPD

Cartesian coordinates (Å):
1 C -0.812 -1.198 -0.509
2 C -0.572 -0.376 0.727
3 O -0.698 -0.753 1.868
4 C -0.021 1.015 0.371
5 C 1.407 0.825 -0.122
6 O 1.711 0.147 -1.076
7 H 0.138 -1.182 -1.057
8 H -1.531 -0.689 -1.161
9 H -1.139 -2.214 -0.288
10 H -0.634 1.413 -0.447
11 H -0.049 1.706 1.216
12 H 2.200 1.306 0.478

The calculation puts the LUMO energy at 0.484 eV. Its net charge is 0. The frontier orbital gap is 10.4 eV. The structure (SMILES) is CC(=O)CC=O.

Atom charges from the Löwdin analysis, given in e for atoms 1 to 5:
1 C -0.0121
2 C -0.4442
3 O 0.0919
4 C -0.0783
5 C -0.2280

---

Molecular formula: C4H6O2
Method: DFT, ωB97M-V/def2-TZVPD

Cartesian coordinates (Å):
1 C -1.267 -0.228 -0.461
2 C 0.007 -0.073 0.331
3 C 0.167 1.183 1.132
4 O -0.437 2.200 0.899
5 C 1.278 -0.688 -0.088
6 O 0.533 -1.225 0.985
7 H -1.228 0.362 -1.381
8 H -1.418 -1.280 -0.714
9 H -2.124 0.122 0.122
10 H 0.913 1.102 1.952
11 H 1.291 -1.263 -1.013
12 H 2.228 -0.229 0.192

The calculation puts the LUMO energy at 0.868 eV. Its net charge is 0. The frontier orbital gap is 11.0 eV. The structure (SMILES) is C[C@]1(C=O)CO1.

Atom charges from the Löwdin analysis, given in e for atoms 1 to 5:
1 C 0.0024
2 C -0.4592
3 C -0.1842
4 O 0.0760
5 C -0.0853

---

Molecular formula: C4H6O2
Method: DFT, ωB97M-V/def2-TZVPD

Cartesian coordinates (Å):
1 C -1.024 -1.492 0.207
2 C -0.122 -0.318 0.213
3 C 1.200 -0.196 0.160
4 O 1.559 1.141 0.074
5 C 0.338 1.746 -0.318
6 O -0.699 0.947 0.206
7 H -0.437 -2.413 0.231
8 H -1.706 -1.478 1.062
9 H -1.628 -1.488 -0.708
10 H 1.983 -0.937 0.218
11 H 0.278 2.762 0.074
12 H 0.258 1.728 -1.420

The calculation puts the LUMO energy at 1.051 eV. Its net charge is 0. The frontier orbital gap is 9.2 eV. The structure (SMILES) is CC1=COCO1.

Atom charges from the Löwdin analysis, given in e for atoms 1 to 5:
1 C -0.0182
2 C -0.3333
3 C -0.0692
4 O -0.0439
5 C -0.1916

---

Molecular formula: C4H6O2
Method: DFT, ωB97M-V/def2-TZVPD

Cartesian coordinates (Å):
1 O -0.013 -1.581 -1.694
2 C -0.065 -0.662 -0.918
3 C 1.070 0.200 -0.387
4 C 0.480 0.513 1.009
5 O -0.870 0.830 0.686
6 C -1.304 -0.222 -0.148
7 H 1.112 1.155 -0.923
8 H 2.024 -0.310 -0.540
9 H 0.490 -0.357 1.684
10 H 0.886 1.371 1.548
11 H -2.102 0.113 -0.816
12 H -1.652 -1.081 0.447

The calculation puts the LUMO energy at 0.911 eV. Its net charge is 0. The frontier orbital gap is 10.5 eV. The structure (SMILES) is O=C1CCOC1.

Atom charges from the Löwdin analysis, given in e for atoms 1 to 5:
1 O 0.1010
2 C -0.3796
3 C -0.0596
4 C -0.1852
5 O -0.1323

---

Molecular formula: C4H6O2
Method: DFT, ωB97M-V/def2-TZVPD

Cartesian coordinates (Å):
1 C 1.707 0.612 -0.852
2 C 0.610 -0.065 0.503
3 O 0.782 1.211 0.510
4 C -0.782 -0.489 1.013
5 C -1.821 -0.624 -0.075
6 O -2.260 -1.679 -0.463
7 H 1.309 -0.039 -1.636
8 H 2.656 0.251 -0.474
9 H 1.769 1.636 -1.244
10 H -0.693 -1.451 1.524
11 H -1.102 0.303 1.706
12 H -2.173 0.334 -0.511

The calculation puts the LUMO energy at 0.385 eV. Its net charge is 0. The frontier orbital gap is 8.4 eV.

Atom charges from the Löwdin analysis, given in e for atoms 1 to 5:
1 C 0.0082
2 C -0.1865
3 O -0.0447
4 C -0.1356
5 C -0.2741

---

Quick rundown of largest force on an atom, same order as above: 0.006 0.013 0.010 0.008 0.010 0.012 hartree/bohr
Quick rundown of HOMO level, same order as above: -8.56 -9.92 -10.08 -8.14 -9.62 -7.97 eV
Quick rundown of ΔE to the lowest compared entry with this formula, charge and spin, same order as above: 150.2 20.5 40.9 36.4 22.8 134.5 kcal/mol